Entry 1:
Entry from OMol25: a structure of composition C4H8N2O at a distorted geometry (ωB97M-V/def2-TZVPD).

## Properties
Orbital gap ... 8.55 eV
Highest occupied orbital energy ... -7.94 eV

Each line ends with the Löwdin charge.
CARTESIAN COORDINATES (ANGSTROEM)
C  1.617  0.074  0.598  -0.05
C  0.591  -0.303  -0.480  -0.58
O  0.107  -1.565  -0.429  -0.19
C  -1.513  -1.241  0.358  -0.06
N  -2.253  -2.150  0.710  0.06
C  -0.555  0.659  -0.623  -0.12
N  -0.473  1.940  -0.261  0.14
H  1.185  -0.006  1.602  0.08
H  2.038  1.083  0.460  0.07
H  2.448  -0.633  0.528  0.08
H  1.066  -0.046  -1.464  0.16
H  -2.166  -3.165  0.676  0.06
H  -1.203  0.466  -1.470  0.13
H  -1.034  2.660  -0.690  0.12
H  0.145  2.226  0.485  0.11


Entry 2:
Entry from OMol25: a structure of composition C4H8N2O at a distorted geometry (ωB97M-V/def2-TZVPD).

## Properties
Orbital gap ... 9.60 eV
Highest occupied orbital energy ... -9.22 eV

Each line ends with the Löwdin charge.
CARTESIAN COORDINATES (ANGSTROEM)
C  -1.191  -1.355  1.137  -0.09
C  -0.341  -0.095  -0.552  -0.38
C  -0.788  -0.098  -1.796  0.06
C  1.032  0.486  0.010  -0.39
H  -0.410  -2.166  0.337  0.17
H  -0.418  -0.939  1.838  0.04
H  -2.417  -1.811  1.349  0.17
H  0.219  -0.199  -2.621  0.14
H  -1.702  -0.315  -2.353  0.07
H  -0.100  1.633  1.116  0.18
H  1.648  1.327  1.849  0.14
H  2.488  -0.115  -1.391  0.04
N  0.748  0.887  1.372  0.03
N  2.215  0.589  -0.672  0.08
O  -1.539  -0.171  0.273  -0.25


Entry 3:
Entry from OMol25: a structure of composition C4H8N2O at a distorted geometry (ωB97M-V/def2-TZVPD).

## Properties
Orbital gap (alpha / beta) ... 6.99 / 6.99 eV
Highest occupied orbital energy (alpha / beta) ... -6.70 / -6.70 eV

Each line ends with the Löwdin charge.
CARTESIAN COORDINATES (ANGSTROEM)
C  -1.595  -0.554  1.638  0.00
C  -0.254  -0.225  1.077  -0.40
O  0.655  -1.100  1.052  0.01
C  0.577  0.858  -1.327  -0.13
N  1.287  -0.462  -1.552  -0.02
C  -0.033  1.068  0.491  -0.44
N  -0.100  2.089  1.142  0.10
H  -1.740  -0.105  2.608  0.09
H  -1.723  -1.621  1.725  0.08
H  -2.399  -0.162  1.020  0.09
H  1.392  -0.927  -0.200  0.25
H  1.322  1.652  -1.347  0.06
H  -0.168  1.030  -2.124  0.07
H  2.105  -0.406  -2.186  0.12
H  0.673  -1.135  -2.016  0.11


Entry 4:
Entry from OMol25: a structure of composition C4H8N2O at a distorted geometry (ωB97M-V/def2-TZVPD).

## Properties
Orbital gap ... 7.58 eV
Highest occupied orbital energy ... -7.29 eV

Each line ends with the Löwdin charge.
CARTESIAN COORDINATES (ANGSTROEM)
C  -0.046  -1.779  0.353  -0.05
C  -0.944  -0.650  -0.093  -0.35
O  -1.355  0.192  1.035  0.00
C  -0.528  1.200  0.545  -0.52
N  -0.014  2.210  1.133  0.11
C  -0.348  0.576  -0.729  -0.21
N  1.077  0.720  -1.203  0.16
H  0.827  -1.392  0.893  0.08
H  0.300  -2.362  -0.511  0.08
H  -0.591  -2.453  1.019  0.08
H  -1.835  -1.032  -0.608  0.13
H  -0.337  2.267  2.098  0.04
H  0.803  1.476  -1.821  0.14
H  1.757  1.026  -0.478  0.15
H  1.466  -0.051  -1.750  0.15


Entry 5:
Entry from OMol25: the molecule C4H8N2O at a distorted geometry (ωB97M-V/def2-TZVPD).

## Properties
Orbital gap ... 9.29 eV
Highest occupied orbital energy ... -9.25 eV

Each line ends with the Löwdin charge.
CARTESIAN COORDINATES (ANGSTROEM)
C  -1.745  -0.762  -0.182  -0.06
C  -0.511  0.070  -0.452  -0.35
N  -0.436  1.351  0.285  -0.01
C  0.972  1.105  0.629  -0.15
C  0.825  -0.365  0.210  -0.27
N  1.821  -0.835  -0.740  -0.01
O  2.355  -1.833  -0.323  0.00
H  -2.637  -0.264  -0.576  0.08
H  -1.877  -0.903  0.894  0.08
H  -1.661  -1.745  -0.659  0.08
H  -0.362  0.194  -1.540  0.14
H  -0.579  2.174  -0.290  0.10
H  1.204  1.267  1.686  0.11
H  1.712  1.624  0.011  0.11
H  0.921  -1.078  1.049  0.15


Entry 6:
Entry from OMol25: a cluster of 2 separate species, C4H8N2O in total at a distorted geometry (ωB97M-V/def2-TZVPD).

## Properties
Orbital gap ... 10.06 eV
Highest occupied orbital energy ... -9.29 eV

Each line ends with the Löwdin charge.
CARTESIAN COORDINATES (ANGSTROEM)
C  -1.091  -0.977  0.710  -0.05
C  -0.315  0.248  0.289  -0.43
C  -0.706  0.957  -0.952  -0.15
N  -0.840  1.607  0.347  0.02
C  2.019  -0.680  -0.527  -0.40
O  1.465  -1.422  -1.233  0.18
N  2.534  0.117  0.238  0.17
H  -2.165  -0.823  0.562  0.08
H  -0.799  -1.860  0.124  0.07
H  -0.912  -1.198  1.767  0.08
H  0.019  1.385  -1.645  0.10
H  -1.625  0.606  -1.427  0.11
H  -1.793  1.588  0.680  0.08
H  0.692  0.325  0.666  0.07
H  3.517  0.129  0.401  0.09


For reference, ΔE to the lowest compared entry with this formula, charge and spin by record: 4.736 7.216 5.620 4.231 4.312 2.623 eV.